Formula: C10H13F2NO7P2S3Sr
Source: the OMol25 dataset
Level of theory: wB97M-V/def2-TZVPD

Atoms and positions in Å:
H: -1.884 -2.662 -3.037
O: 0.706 -2.247 -1.116
N: -0.145 2.201 -0.539
C: -2.417 -1.903 -2.477
C: -2.034 -0.774 1.257
O: 2.673 -0.377 0.899
S: -0.132 2.455 2.099
O: 1.655 -4.472 -0.240
H: 1.661 -1.202 -1.402
S: -0.392 4.700 0.134
O: 2.231 -0.344 -1.559
Sr: 0.648 -0.524 0.166
C: -0.230 2.353 -2.990
C: -3.168 0.732 -2.383
H: -3.993 0.400 -1.761
H: -0.103 1.283 -3.101
O: 3.153 -2.449 -0.483
C: -0.540 5.127 -2.653
C: -0.397 4.295 -1.561
C: -0.386 3.189 -4.077
C: -0.202 2.964 0.529
H: 1.983 -1.584 1.126
O: 1.335 -2.414 1.289
H: -0.658 6.190 -2.511
H: -3.439 1.633 -2.924
F: -3.186 -0.317 0.581
C: -0.537 4.563 -3.918
C: -0.242 2.896 -1.703
H: -0.650 5.199 -4.784
H: -1.785 -1.517 -1.672
H: -0.398 2.765 -5.072
H: -3.345 -2.308 -2.081
O: 4.672 -0.435 -0.719
P: 3.273 -0.803 -0.438
F: -2.269 -0.291 2.547
H: -2.281 0.889 -1.757
H: -2.249 -1.857 1.368
P: 1.638 -2.999 -0.156
S: -2.802 -0.546 -3.612

The LUMO energy is 4.4 eV. For the energy above the lowest of the compared OMol25 structures with the same formula, charge and spin, the calculation gives 4.844 eV. The calculation puts the gap between HOMO and LUMO at 5.62 eV. The value obtained for the electronic energy is -3078.3478 Eh. Its total charge is -2.

***

Formula: C2H9NOS
Source: the OMol25 dataset
Level of theory: wB97M-V/def2-TZVPD

Atoms and positions in Å:
O: 3.816 -1.980 0.172
S: -3.694 0.698 -1.254
N: 3.633 0.166 1.258
H: -3.454 0.969 1.206
H: 4.383 -2.333 0.871
C: 2.957 -0.959 0.687
H: -3.859 2.348 0.217
H: 4.051 0.007 2.158
H: 2.463 -0.630 -0.214
H: 2.310 -1.367 1.473
H: 4.184 0.707 0.614
H: -2.183 1.813 0.261
C: -3.215 1.473 0.274
H: -2.613 -0.098 -1.390

The LUMO energy (spin up / spin down) is -4.6 / -9.7 eV. Its multiplicity is 2. For the energy above the lowest of the compared OMol25 structures with the same formula, charge and spin, the calculation gives 0.915 eV. The calculation puts the gap between HOMO and LUMO (spin up / spin down) at 6.98 / 1.86 eV. The value obtained for the electronic energy is -609.4050 Eh. Its total charge is +1.

***

Formula: C3H6INS2
Source: the OMol25 dataset
Level of theory: wB97M-V/def2-TZVPD

Atoms and positions in Å:
C: 0.137 -0.901 1.015
C: 0.007 -1.259 -1.614
I: 2.963 0.583 0.106
H: 0.273 -1.220 -2.631
H: -0.759 2.994 0.393
N: -1.118 0.880 -0.049
H: -1.051 -1.296 -1.555
S: 1.063 -1.393 -0.405
S: -1.573 2.333 -0.500
C: -0.208 0.491 0.802
H: -0.789 -1.664 1.193
H: 0.823 -0.946 1.907
H: 0.232 1.398 1.340

The LUMO energy (spin up / spin down) is -1.0 / -1.4 eV. For the energy above the lowest of the compared OMol25 structures with the same formula, charge and spin, the calculation gives 1.832 eV. The calculation puts the gap between HOMO and LUMO (spin up / spin down) at 7.02 / 6.49 eV. The value obtained for the electronic energy is -1266.6019 Eh.

***

Formula: C9H6N4O
Source: the OMol25 dataset
Level of theory: wB97M-V/def2-TZVPD

Atoms and positions in Å:
N: 4.659 1.789 -0.551
C: 2.665 0.143 -0.496
H: -2.299 1.192 0.990
C: 2.142 0.042 0.927
C: 1.390 0.466 -1.281
H: -0.991 1.055 2.122
C: 3.717 1.158 -0.528
C: -1.441 0.643 1.203
N: 2.138 -2.194 2.219
H: 1.249 1.437 -1.620
C: 2.200 -1.207 1.634
H: -0.077 -1.022 -0.101
O: -0.513 0.933 0.193
H: -1.586 -0.454 1.296
H: 1.263 -0.130 -2.166
C: 0.432 0.026 -0.212
N: 1.756 2.330 2.019
C: 1.952 1.254 1.677
C: 3.217 -1.134 -0.968
N: 3.609 -2.020 -1.607

The LUMO energy is -0.8 eV. For the energy above the lowest of the compared OMol25 structures with the same formula, charge and spin, the calculation gives 4.391 eV. The calculation puts the gap between HOMO and LUMO at 9.20 eV. The value obtained for the electronic energy is -640.6590 Eh.

***

Formula: C40H26BrI2N6O4S5SbV
Source: the OMol25 dataset
Level of theory: wB97M-V/def2-TZVPD

Atoms and positions in Å:
C: 0.557 4.366 3.357
H: 4.732 3.919 1.433
N: 0.067 2.976 -0.932
C: 3.919 -0.713 0.301
V: -0.253 -0.339 0.421
S: -2.391 0.338 0.784
H: -1.475 4.301 4.012
O: 3.015 0.816 -1.610
H: 5.035 -1.354 3.419
C: -0.127 -5.915 -1.133
H: 1.194 6.886 -6.756
C: 3.724 3.552 1.583
C: -0.096 2.802 -4.634
H: 6.903 -3.057 3.246
C: 1.142 2.591 1.850
C: -0.508 4.444 -8.342
S: 2.519 -0.060 -0.578
H: 6.772 -2.400 -0.343
H: 0.408 4.548 0.322
H: 0.336 5.457 -3.872
C: 2.600 -4.015 1.360
H: -1.927 -5.629 -2.231
C: 5.018 -1.335 2.335
O: -0.655 -2.010 0.065
Br: -0.085 6.991 -11.587
C: 0.841 -5.337 -0.266
H: 0.555 6.226 -1.530
C: 0.035 3.392 -3.328
I: -2.973 -2.782 -1.897
H: 4.886 -1.314 -1.513
C: 2.868 4.220 2.411
O: -0.429 0.376 -1.324
N: 1.602 0.669 0.500
O: 1.791 -1.244 -0.988
S: -3.103 -3.159 2.286
C: 1.988 -6.013 0.210
H: 7.741 -3.264 1.705
C: 4.932 -1.314 -0.433
H: -0.953 3.481 -8.134
H: 4.059 1.902 0.251
C: 5.988 -1.918 0.229
C: -0.575 4.997 -9.610
N: -0.034 3.412 -5.880
C: 6.051 -1.929 1.620
C: 0.385 5.181 -1.756
C: 0.701 6.368 -7.569
C: 0.005 6.234 -9.846
H: 3.294 -3.467 1.991
C: 0.664 -3.996 0.147
C: -0.707 3.863 3.390
S: -3.286 0.022 4.547
C: 0.135 5.126 -7.314
H: 3.126 -0.313 2.248
H: 2.152 -7.043 -0.076
C: -1.195 -5.190 -1.569
C: -0.327 1.433 -4.726
C: -1.018 2.738 2.586
C: 0.259 4.762 -3.054
C: -0.069 2.548 -2.199
H: 0.832 5.238 3.941
N: 1.552 -3.365 0.951
H: 7.946 -1.781 2.631
C: 2.868 -5.360 1.018
C: 3.949 -0.733 1.686
H: 3.176 5.111 2.943
C: -1.364 -3.852 -1.159
I: 0.044 -7.896 -1.794
H: -1.077 4.470 -10.410
C: 1.541 3.740 2.552
C: -0.438 0.592 -3.636
C: 0.645 6.930 -8.835
H: 1.092 7.895 -9.030
H: 3.755 -5.852 1.395
C: -0.475 -3.255 -0.303
Sb: -2.375 -1.062 2.760
H: -2.022 2.326 2.568
C: 2.076 1.856 1.061
S: 0.006 -0.859 2.703
C: 0.292 4.245 -0.715
H: -0.608 -0.470 -3.741
C: 7.222 -2.544 2.338
H: -0.408 1.032 -5.730
C: 3.337 2.374 0.904
N: 0.233 4.645 -5.962
N: -0.128 2.138 1.852
C: -0.321 1.120 -2.347

The LUMO energy (spin up / spin down) is 3.0 / 3.0 eV. Its multiplicity is 2. For the energy above the lowest of the compared OMol25 structures with the same formula, charge and spin, the calculation gives 0.000 eV. The calculation puts the gap between HOMO and LUMO (spin up / spin down) at 5.54 / 5.54 eV. The value obtained for the electronic energy is -8514.2325 Eh. Its total charge is -2.

***

Formula: C8H24NO4S3
Source: the OMol25 dataset
Level of theory: wB97M-V/def2-TZVPD

Atoms and positions in Å:
O: -0.873 2.743 -2.377
H: 3.664 -1.571 -2.143
C: -2.823 -1.031 2.162
H: 1.895 1.959 3.470
O: -0.607 3.962 -1.691
H: 1.374 -2.496 -1.998
H: 1.545 1.282 5.083
C: 1.955 -0.297 1.810
H: -3.895 -0.973 2.339
C: 1.987 1.081 4.109
S: 1.759 -0.205 -2.573
H: 4.095 0.025 -2.813
C: -1.689 -0.949 -0.152
C: 3.410 -0.816 -2.887
O: -0.280 0.212 3.054
C: 0.929 -1.793 -2.703
H: -1.693 2.192 -0.583
H: 1.497 -1.062 1.188
H: -0.126 -1.657 -2.471
C: -2.405 -0.163 0.960
H: -1.736 -2.011 0.084
H: 1.027 -2.161 -3.724
S: 1.091 -0.288 3.377
H: -3.305 -1.086 -1.392
N: -2.317 -0.867 -1.501
H: -1.708 0.583 1.342
H: 0.109 3.747 -1.069
H: 1.838 0.675 1.336
H: -0.236 1.253 -1.069
H: 3.447 -1.233 -3.892
S: -2.262 0.630 -2.305
H: -2.330 -0.692 3.065
H: -3.453 1.206 -2.030
H: 3.010 -0.529 1.951
H: -0.630 -0.708 -0.217
H: 3.033 0.801 4.232
H: -2.570 -2.080 2.014
H: -3.284 0.353 0.565
C: -1.144 1.757 -1.420
O: 1.702 0.208 -1.132

The LUMO energy is -3.4 eV. For the energy above the lowest of the compared OMol25 structures with the same formula, charge and spin, the calculation gives 0.224 eV. The calculation puts the gap between HOMO and LUMO at 8.07 eV. The value obtained for the electronic energy is -1869.0081 Eh. Its total charge is +1.

***

Formula: C4H18NO7
Source: the OMol25 dataset
Level of theory: wB97M-V/def2-TZVPD

Atoms and positions in Å:
N: 0.568 0.211 0.036
H: 0.368 -0.317 -0.823
H: 1.360 3.673 1.121
H: 3.644 1.348 -1.855
H: 1.151 -3.209 0.554
O: 1.330 2.736 1.287
H: -1.647 -2.039 -0.704
H: -0.764 3.085 1.331
O: 0.681 -1.833 1.977
H: -2.101 -0.116 0.702
H: 1.074 -1.867 2.858
H: -0.035 -2.474 1.842
O: 1.120 -4.085 0.159
H: 1.507 0.629 -0.056
H: -0.300 1.795 -0.678
H: -0.607 -3.105 -0.644
H: 1.922 -4.093 -0.380
C: -0.028 2.280 1.428
H: -0.051 2.076 2.505
O: -0.676 -2.137 -0.669
H: 2.600 0.395 -2.544
H: -2.787 1.505 -2.821
H: 0.604 -0.602 0.703
O: -2.548 1.691 -1.911
O: 3.096 0.567 -1.750
C: -2.251 0.586 -1.185
O: -2.409 -0.500 -1.682
C: -1.866 0.848 0.236
C: -0.398 1.339 0.319
H: -2.557 1.613 0.646

The LUMO energy is -2.8 eV. For the energy above the lowest of the compared OMol25 structures with the same formula, charge and spin, the calculation gives 0.170 eV. The calculation puts the gap between HOMO and LUMO at 11.50 eV. The value obtained for the electronic energy is -744.4258 Eh. Its total charge is +1.